Record 1
A molecular structure, C26H40O3 at a distorted geometry. Source: the OMol25 dataset; level of theory: ωB97M-V/def2-TZVPD.

Calculated values
**Gap between HOMO and LUMO**: 9.4 eV
**M**: 400.60 g/mol
**Calculated total energy**: -33748.6331 eV
**Lowest unoccupied orbital energy**: 0.72 eV
**Spin multiplicity**: 1
**ΔE to the lowest compared entry with this formula, charge and spin**: 7.047 eV

Structure (XYZ):
```
69
C26H40O3 (ωB97M-V/def2-TZVPD)
C 2.554 -2.980 -0.439
C 1.676 -1.992 -1.148
O 0.819 -1.425 -0.114
C 0.213 -0.347 -0.576
C -0.331 0.477 0.528
C -1.897 0.529 0.556
O -2.329 0.318 1.694
C -2.902 0.871 -0.513
C -3.306 -0.440 -1.236
C -4.546 -1.133 -0.656
C -4.402 -2.655 -0.466
C -3.932 -3.065 0.954
C -2.556 -3.727 0.986
C -1.419 -2.737 0.982
C -1.089 -2.075 2.335
C 0.141 -1.133 2.396
C 0.290 0.292 1.864
O -0.098 -0.221 -1.780
H 3.216 -3.439 -1.163
H 3.196 -2.471 0.287
H 1.951 -3.742 0.068
H 2.241 -1.165 -1.597
H 1.030 -2.446 -1.910
H -3.781 1.276 0.016
H -2.651 1.658 -1.256
H -3.541 -0.130 -2.263
H -2.415 -1.091 -1.337
H -4.844 -0.667 0.298
H -5.372 -0.962 -1.367
H -5.406 -3.083 -0.621
H -3.729 -3.076 -1.233
H -3.961 -2.202 1.635
H -4.665 -3.777 1.354
H -2.478 -4.350 1.880
H -2.439 -4.371 0.108
H -0.526 -3.259 0.625
H -1.575 -1.917 0.277
H -2.006 -1.617 2.750
H -0.782 -2.924 2.985
H 0.225 -0.941 3.481
H 0.994 -1.683 1.979
H 1.340 0.600 1.915
H -0.225 0.985 2.513
C -0.511 2.363 -1.365
C 0.136 1.533 -0.198
C 1.700 1.753 -0.284
C 2.055 2.709 0.691
C 1.000 3.360 1.557
C 3.364 3.182 0.759
C 4.277 2.902 -0.267
C 5.689 3.384 -0.209
C 3.855 2.128 -1.359
C 2.542 1.626 -1.437
C 2.203 1.215 -2.870
H -1.107 1.766 -2.044
H -1.062 3.186 -0.836
H 0.388 2.677 -1.896
H -0.270 2.203 0.508
H 1.510 4.077 2.185
H 0.202 3.899 1.013
H 0.559 2.673 2.280
H 3.638 3.826 1.583
H 6.378 2.658 -0.659
H 5.803 4.323 -0.764
H 5.980 3.565 0.829
H 4.509 1.929 -2.211
H 2.794 0.318 -3.112
H 1.155 0.982 -3.096
H 2.527 2.002 -3.586
```

Record 2
C5H5N in the gas phase at a distorted geometry. Source: the OMol25 dataset; level of theory: ωB97M-V/def2-TZVPD.

Calculated values
**Gap between HOMO and LUMO (spin up / spin down)**: 9.1 / 6.3 eV
**M**: 79.10 g/mol
**Calculated total energy**: -6747.9034 eV
**Lowest unoccupied orbital energy (spin up / spin down)**: -1.26 / -2.66 eV
**Spin multiplicity**: 1
**ΔE to the lowest compared entry with this formula, charge and spin**: 8.004 eV

Structure (XYZ):
```
11
C5H5N (ωB97M-V/def2-TZVPD)
C 3.434 -0.686 -0.016
C 2.432 -0.060 0.039
C -1.321 -0.461 0.191
C 0.899 0.681 0.008
C -0.393 0.330 -0.538
N -2.501 -0.637 -0.256
H -0.958 -0.867 1.144
H 0.858 0.713 1.097
H 1.292 1.585 -0.453
H -0.638 0.609 -1.549
H -3.103 -1.208 0.332
```

Record 3
12 unconnected molecules or ions with the total composition C36H96O12 at a distorted geometry. Source: the OMol25 dataset; level of theory: ωB97M-V/def2-TZVPD.

Calculated values
**Gap between HOMO and LUMO**: 10.0 eV
**M**: 721.15 g/mol
**Calculated total energy**: -63459.3372 eV
**Lowest unoccupied orbital energy**: 0.39 eV
**Spin multiplicity**: 1
**SMILES**: CC(C)O.CC(C)O.CC(C)O.CC(C)O.CC(C)O.CC(C)O.CC(C)O.CC(C)O.CC(C)O.CC(C)O.CC(C)O.CC(C)O
**ΔE to the lowest compared entry with this formula, charge and spin**: 0.625 eV

Structure (XYZ):
```
144
C36H96O12 (ωB97M-V/def2-TZVPD)
C -0.909 -0.166 -0.731
C 0.313 0.672 -0.380
C 1.593 -0.038 -0.729
O 0.258 1.927 -1.057
H -0.865 -0.621 -1.724
H -1.832 0.419 -0.673
H -1.101 -0.973 -0.015
H 0.231 0.901 0.692
H 1.581 -0.299 -1.793
H 1.797 -0.934 -0.149
H 2.452 0.626 -0.598
H -0.372 2.515 -0.616
C 1.595 -5.842 2.762
C 0.965 -4.471 2.485
C 1.888 -3.595 1.638
O -0.261 -4.665 1.739
H 2.263 -6.093 1.936
H 0.826 -6.597 2.903
H 2.214 -5.796 3.661
H 0.688 -3.926 3.388
H 1.402 -2.645 1.423
H 2.093 -4.127 0.706
H 2.838 -3.417 2.147
H -0.022 -5.285 1.039
C 5.191 0.842 -1.179
C 6.333 1.803 -0.867
C 5.807 3.036 -0.150
O 7.278 1.212 0.019
H 4.587 0.645 -0.290
H 5.533 -0.124 -1.561
H 4.536 1.253 -1.951
H 6.838 1.993 -1.823
H 6.587 3.767 0.057
H 5.304 2.738 0.769
H 5.057 3.547 -0.760
H 7.491 0.317 -0.263
C -0.309 3.766 4.854
C 0.915 3.835 3.948
C 1.394 2.512 3.384
O 0.542 4.607 2.770
H -0.055 3.210 5.760
H -1.160 3.261 4.401
H -0.590 4.783 5.132
H 1.754 4.324 4.448
H 0.567 1.956 2.938
H 1.829 1.833 4.120
H 2.144 2.708 2.617
H 0.779 5.525 2.931
C -3.115 4.964 1.708
C -2.607 3.552 1.391
C -3.481 2.840 0.366
O -1.269 3.617 0.901
H -2.349 5.579 2.179
H -3.977 4.915 2.380
H -3.477 5.468 0.809
H -2.570 2.967 2.319
H -4.498 2.793 0.751
H -3.120 1.811 0.346
H -3.377 3.327 -0.601
H -0.713 3.994 1.607
C -5.183 -0.766 -3.396
C -4.144 -0.035 -2.568
C -3.194 0.836 -3.362
O -4.806 0.753 -1.559
H -4.662 -1.515 -4.003
H -5.644 -0.100 -4.129
H -5.933 -1.280 -2.799
H -3.520 -0.735 -2.004
H -3.696 1.549 -4.020
H -2.540 0.224 -3.988
H -2.524 1.331 -2.657
H -5.170 1.539 -1.984
C 4.581 -1.703 -5.424
C 4.010 -0.592 -4.556
C 4.496 0.797 -4.956
O 2.579 -0.666 -4.647
H 4.158 -2.633 -5.034
H 5.664 -1.786 -5.319
H 4.317 -1.611 -6.475
H 4.275 -0.727 -3.498
H 5.557 0.741 -5.232
H 4.444 1.536 -4.157
H 3.975 1.177 -5.835
H 2.230 0.176 -4.304
C -6.165 -2.663 0.862
C -5.798 -1.239 1.316
C -4.283 -1.070 1.347
O -6.423 -0.317 0.442
H -5.778 -2.870 -0.136
H -7.251 -2.762 0.828
H -5.799 -3.400 1.583
H -6.201 -1.097 2.322
H -3.962 -0.185 1.909
H -3.874 -0.930 0.344
H -3.805 -1.913 1.850
H -5.783 -0.017 -0.231
C -1.043 -0.579 3.060
C -1.711 0.144 4.211
C -2.788 -0.703 4.879
O -0.694 0.425 5.182
H -0.182 -0.013 2.694
H -1.705 -0.713 2.207
H -0.624 -1.532 3.395
H -2.117 1.092 3.836
H -3.494 -1.107 4.149
H -3.364 -0.077 5.563
H -2.301 -1.546 5.365
H -1.091 0.673 6.022
C 5.717 -0.188 3.029
C 4.275 -0.224 3.495
C 3.251 -0.343 2.382
O 4.161 -1.324 4.406
H 5.984 0.739 2.516
H 5.976 -0.994 2.343
H 6.327 -0.205 3.933
H 4.057 0.682 4.079
H 3.232 0.576 1.789
H 2.251 -0.423 2.822
H 3.423 -1.188 1.718
H 3.237 -1.411 4.662
C -3.002 -3.697 -2.323
C -2.650 -5.158 -1.976
C -2.404 -5.321 -0.497
O -3.852 -5.874 -2.318
H -3.207 -3.604 -3.388
H -2.150 -3.074 -2.036
H -3.889 -3.401 -1.764
H -1.795 -5.486 -2.573
H -3.254 -5.006 0.108
H -1.507 -4.839 -0.103
H -2.284 -6.392 -0.286
H -3.639 -6.816 -2.343
C -0.031 3.737 -4.107
C 0.299 2.303 -4.498
C 0.735 2.151 -5.944
O 1.428 1.856 -3.721
H -0.354 3.799 -3.069
H -0.796 4.135 -4.783
H 0.809 4.420 -4.258
H -0.540 1.657 -4.230
H -0.057 2.422 -6.643
H 0.981 1.104 -6.128
H 1.627 2.754 -6.105
H 1.171 1.775 -2.788
```